The molecule C5H13N at a distorted geometry, computed with ωB97M-V/def2-TZVPD.

Geometry as XYZ:
```
19
Properties=species:S:1:pos:R:3:forces:R:3
C 1.368687 -0.897267 -0.676379 1.425 0.326 -1.470
C 0.399418 0.012235 0.009914 -1.836 -1.582 -1.236
C 0.639205 0.071649 1.473120 -2.678 -1.602 1.817
C 0.554889 1.393984 -0.525312 -1.564 3.127 -1.748
C -1.030033 -0.674063 -0.250869 -1.767 -1.013 1.409
N -2.276056 0.195576 0.073987 -0.631 -1.208 -1.040
H 2.365784 -0.534733 -0.215922 -0.909 -0.869 -1.572
H 1.215353 -0.723409 -1.884590 0.980 -0.757 3.080
H 1.228701 -1.964881 -0.377804 0.095 0.766 -0.444
H 1.470971 0.659435 1.699961 1.113 1.258 0.555
H -0.338715 0.424049 1.903444 1.174 0.385 0.034
H 0.780414 -0.894830 2.015128 0.036 0.258 -0.858
H 0.677298 1.448195 -1.664374 -0.127 -0.306 1.479
H -0.401467 2.034088 -0.327998 1.579 -1.094 -0.111
H 1.397128 2.003005 -0.098714 -0.605 -0.889 -0.238
H -1.237072 -1.233223 -1.245217 1.090 1.105 1.316
H -1.081407 -1.536964 0.603511 0.141 1.889 -2.095
H -2.689932 0.730377 -0.748485 1.357 -0.878 1.076
H -3.043161 -0.513221 0.236603 1.126 1.084 0.044
```
Forces are in eV/Å.

Values from the calculation:
Orbital gap: 10.4 eV
DFT total energy: -6884.4667 eV
Spin multiplicity: 1
Largest force on an atom: 0.07601 hartree/bohr
HOMO level: -9.490 eV
SMILES: CC(C)(C)CN
Energy relative to the best compared isomer or geometry (same formula, charge and spin): 1.731 eV

The molecule C4H4N2O2 at a distorted geometry, computed with ωB97M-V/def2-TZVPD.

Geometry as XYZ:
```
12
Properties=species:S:1:pos:R:3:forces:R:3
C -0.483594 2.442485 -1.090980 0.475 -1.560 1.383
C -0.841482 1.490120 -0.194820 1.023 -0.287 -1.524
N -0.153098 0.240684 -0.053138 -0.724 1.726 -0.593
O 0.960257 0.055526 -0.870720 -0.551 -0.167 0.651
N 1.496599 -1.130267 -0.491102 0.589 -0.212 -0.336
C 0.780952 -1.656150 0.421963 -0.228 0.312 0.072
C -0.378034 -0.826252 0.767643 -0.976 0.167 1.353
O -1.283907 -0.953804 1.603466 1.408 0.192 -1.467
H 0.435068 2.431609 -1.693417 -0.614 -0.268 0.325
H -1.075363 3.318438 -1.098696 -0.490 0.728 -0.151
H -1.730399 1.511134 0.415842 0.013 0.082 0.105
H 1.088336 -2.549095 0.901149 0.073 -0.714 0.181
```
Forces are in eV/Å.

Values from the calculation:
Orbital gap: 9.4 eV
DFT total energy: -11284.4178 eV
Spin multiplicity: 1
Largest force on an atom: 0.04159 hartree/bohr
HOMO level: -9.407 eV
SMILES: C=Cn1oncc1=O
Energy relative to the best compared isomer or geometry (same formula, charge and spin): 4.122 eV

An isolated ion of composition C11H14N and charge +1 at a distorted geometry, computed with ωB97M-V/def2-TZVPD.

Geometry as XYZ:
```
26
Properties=species:S:1:pos:R:3:forces:R:3
C 3.987758 1.052863 0.082218 0.735 -2.960 0.968
C 2.559017 1.287980 0.213686 -0.703 1.259 -1.375
C 4.569236 -0.272398 0.012116 -1.321 1.709 -0.374
C 1.587991 0.304763 0.170721 -1.838 0.221 -0.348
C 3.533602 -1.226102 -0.052891 -0.655 0.407 0.110
C 2.098731 -1.001522 -0.003536 2.470 0.223 0.446
C 0.074007 0.593444 0.391626 1.617 -0.172 -0.428
C 2.650235 -2.249207 -0.100038 -0.098 3.274 -0.032
C -0.981526 0.393276 -0.647985 -3.313 -1.691 -0.587
C -2.335917 1.279960 -0.506056 2.623 -0.586 4.858
C -2.240800 -1.506485 0.634035 -0.593 -1.459 -2.511
N -1.380345 -1.058589 -0.479604 0.783 0.386 -1.333
H 4.683459 1.850745 0.253994 0.025 0.581 -0.406
H 2.125588 2.363803 0.130610 1.253 -1.838 0.669
H 5.650132 -0.529696 -0.069914 -1.077 0.523 0.241
H -0.217176 -0.147184 1.103556 0.010 0.132 1.246
H -0.029062 1.583141 0.713925 0.181 1.470 1.150
H 2.408839 -3.213732 -0.260878 -0.509 -3.247 -0.301
H -0.662847 0.460908 -1.681960 0.393 0.191 -0.082
H -2.926568 0.839739 0.418280 0.942 0.919 -2.089
H -2.922253 1.328940 -1.349923 -1.145 -0.215 -1.937
H -2.061021 2.298368 -0.171408 -0.237 -0.254 -0.392
H -1.839989 -2.469504 0.934630 0.115 -0.019 0.528
H -2.092992 -0.773059 1.370987 -0.606 0.566 1.482
H -3.327459 -1.780322 0.344693 1.470 1.227 0.553
H -1.665961 -1.343179 -1.396000 -0.519 -0.647 -0.057
```
Forces are in eV/Å.

Values from the calculation:
Orbital gap: 5.9 eV
DFT total energy: -13112.3207 eV
Spin multiplicity: 1
Largest force on an atom: 0.10796 hartree/bohr
Total charge: +1
HOMO level: -11.507 eV
Energy relative to the best compared isomer or geometry (same formula, charge and spin): 5.396 eV

A 2-piece molecular cluster, C25H42ClN3O4PS overall at a distorted geometry, computed with ωB97M-V/def2-TZVPD.

Geometry as XYZ:
```
77
Properties=species:S:1:pos:R:3:forces:R:3
C 1.237512 2.776915 1.826468 -0.286 0.222 0.026
C 1.624881 1.524123 2.496403 0.965 -0.300 0.088
N 2.865559 1.209833 2.974298 -0.755 0.782 -0.178
P 4.271114 2.236740 2.837021 1.580 -0.284 -0.457
S 5.901989 1.354958 2.345644 -0.320 0.034 0.119
C 2.805793 -0.040452 3.570973 -0.145 -0.629 0.513
C 3.922964 -0.765327 4.236179 0.259 -0.480 -0.679
C 4.386617 -1.957478 3.363460 0.365 0.032 -0.321
C 5.874050 -2.295724 3.518898 -0.141 -0.375 0.480
C 6.136829 -3.464780 4.494620 0.218 0.726 -0.038
O 5.162991 -3.594302 5.517284 -0.381 -0.142 -0.168
C 1.539808 -0.503029 3.424333 0.245 0.381 -0.138
C 0.936197 -1.759741 3.928880 -0.278 -0.046 -0.338
C 0.753710 -2.870812 2.891640 0.137 -0.284 0.144
C 0.536127 -4.210625 3.589855 0.104 0.117 -0.390
Cl -0.407730 -5.306025 2.556690 -0.115 -0.087 0.007
N 0.847172 0.484749 2.728113 -0.710 -0.257 0.179
C -0.556659 0.415164 2.297209 0.396 0.384 0.122
C -0.735777 0.617711 0.786045 0.392 -0.464 0.040
O -1.485228 1.494003 0.466608 -0.834 0.793 -0.200
C -0.056927 -0.203297 -0.235445 0.233 -0.434 -0.458
C 1.171119 -0.840857 -0.049156 0.159 -0.260 -0.219
C 1.756236 -1.585393 -1.073143 -0.571 0.288 -0.039
C 1.108393 -1.701032 -2.303611 0.025 0.285 0.720
C -0.106330 -1.049357 -2.500956 -0.005 0.018 0.118
C -0.691348 -0.304658 -1.483366 0.625 -0.203 0.131
H 1.758671 3.625796 2.247457 0.145 0.138 0.070
H 0.179606 2.960349 1.974946 -0.196 -0.009 -0.068
H 1.421455 2.745147 0.755957 0.050 -0.056 -0.181
H 4.313970 2.949118 4.042891 -0.395 -0.057 0.058
H 3.876363 3.171046 1.879455 -0.495 0.014 0.165
H 4.781472 -0.122678 4.367983 0.048 0.268 0.279
H 3.593813 -1.151671 5.195170 -0.082 0.182 0.275
H 3.801362 -2.841404 3.596977 -0.209 -0.105 0.043
H 4.211731 -1.731222 2.313907 -0.122 0.197 -0.103
H 6.428510 -1.417651 3.840329 0.034 0.199 0.027
H 6.282607 -2.579965 2.554999 0.113 0.011 -0.178
H 6.163630 -4.387901 3.932514 -0.193 -0.356 0.126
H 7.108546 -3.318471 4.961772 0.267 -0.141 -0.103
H 5.117654 -2.768385 6.003996 0.160 0.026 0.196
H -0.040300 -1.531854 4.351950 -0.078 -0.008 0.301
H 1.564499 -2.130667 4.731653 0.124 0.013 0.215
H 1.639229 -2.962707 2.272245 0.145 0.113 -0.226
H -0.083948 -2.681417 2.229357 -0.154 0.197 -0.102
H 0.027367 -4.094845 4.537781 -0.206 -0.075 0.135
H 1.488311 -4.700113 3.743154 0.153 -0.082 0.280
H -1.089338 1.240544 2.753464 -0.143 0.110 0.137
H -1.005735 -0.499104 2.662023 0.100 -0.303 -0.119
H 1.712007 -0.757269 0.879358 0.041 -0.054 0.134
H 2.703093 -2.070768 -0.906587 0.160 -0.062 0.014
H 1.565463 -2.292731 -3.078442 -0.035 -0.041 -0.221
H -0.595424 -1.127046 -3.458323 -0.164 0.018 -0.080
H -1.622858 0.208893 -1.622442 -0.296 0.012 -0.184
C -3.673860 4.595622 -5.681250 -0.056 0.027 0.093
O -4.931773 4.222246 -5.155642 0.146 -0.064 -0.070
C -5.801009 3.595214 -6.092322 -0.220 0.059 0.034
C -6.002421 2.131863 -5.763915 0.220 -0.067 0.065
N -4.785621 1.361120 -5.992457 -0.077 0.001 0.153
C -4.825722 -0.009379 -5.490482 0.137 0.126 -0.125
C -4.997036 -0.230519 -3.991105 -0.100 -0.244 -0.016
O -3.887684 0.175121 -3.204968 0.024 0.087 0.070
C -3.853191 1.549190 -2.862112 0.231 -0.081 0.013
H -3.183184 5.222159 -4.937857 -0.028 -0.008 0.021
H -3.034368 3.727844 -5.879454 0.001 0.013 -0.087
H -3.783733 5.172556 -6.603461 0.027 -0.014 -0.031
H -5.429700 3.719905 -7.113232 0.072 -0.056 0.005
H -6.767538 4.101309 -6.024272 0.012 0.017 -0.011
H -6.798412 1.731691 -6.397884 -0.013 -0.020 0.004
H -6.341524 2.074577 -4.720786 -0.124 0.034 -0.019
H -4.006395 1.842332 -5.564409 0.025 0.036 -0.013
H -3.889566 -0.488262 -5.788984 -0.023 -0.049 -0.002
H -5.629879 -0.540434 -6.008695 -0.038 -0.003 0.028
H -5.088473 -1.308024 -3.833374 0.017 0.005 0.018
H -5.918589 0.217825 -3.603181 0.037 0.119 -0.025
H -4.852481 1.971416 -2.737892 -0.028 0.003 -0.078
H -3.298204 2.126480 -3.606902 -0.128 0.130 -0.007
H -3.320455 1.643812 -1.913850 -0.049 -0.020 0.027
```
Forces are in eV/Å.

Values from the calculation:
Orbital gap: 7.3 eV
DFT total energy: -71906.2118 eV
Spin multiplicity: 1
Largest force on an atom: 0.03245 hartree/bohr
Total charge: +1
HOMO level: -10.149 eV
Energy relative to the best compared isomer or geometry (same formula, charge and spin): 0.000 eV

C30H28CoN2Si as an isolated structure at a distorted geometry, computed with ωB97M-V/def2-TZVPD.

Geometry as XYZ:
```
62
Properties=species:S:1:pos:R:3:forces:R:3
C 2.075301 -0.572725 0.807451 -0.088 -0.949 -0.355
C 1.290913 -1.750232 0.768977 0.083 0.442 -1.127
C 0.945943 -1.972723 -0.605736 0.438 -0.208 -0.084
H 1.015236 -2.359317 1.623742 0.000 0.102 -0.242
C 1.536901 -0.947685 -1.418085 -0.071 -0.511 1.150
C 2.225936 -0.075751 -0.539290 -0.084 -0.953 -0.324
H 2.774559 0.812542 -0.852057 -0.355 -0.698 -0.136
H 2.485143 -0.135264 1.717205 -0.357 -0.621 -0.418
H 0.376414 -2.815538 -0.978489 -0.061 0.225 0.066
H 1.476099 -0.846977 -2.497078 -0.074 -0.068 0.261
Co -0.049943 0.024737 -0.014716 -0.221 -0.338 -0.385
C -1.846046 -0.666416 -0.817374 -0.268 -0.191 -0.098
H -1.711538 -0.905781 -1.893639 0.021 0.050 0.461
H -2.728974 -0.001880 -0.771377 0.369 -0.359 -0.144
H -2.157170 -1.613164 -0.326114 0.159 0.354 -0.222
Si -5.861530 -1.959875 -1.893216 -0.102 0.333 -0.122
C -6.251203 -2.974039 -0.394391 -0.321 -0.448 0.722
C -5.338095 -3.931189 0.081639 -0.242 -0.122 0.353
H -4.396207 -4.101503 -0.446278 -0.261 0.080 0.133
C -5.618406 -4.686656 1.230197 -0.033 0.131 -0.151
H -4.894530 -5.424294 1.584554 -0.214 0.235 -0.125
C -6.819444 -4.503980 1.921352 0.040 0.280 -0.362
H -7.037812 -5.092472 2.814119 0.061 0.172 -0.267
C -7.741683 -3.559132 1.453396 0.120 -0.059 0.010
H -8.684146 -3.414483 1.987269 0.285 -0.032 -0.191
C -7.462422 -2.804541 0.309862 0.306 -0.257 0.086
H -8.197043 -2.078357 -0.044382 0.188 -0.184 0.089
C -5.077781 -3.004655 -3.206143 0.467 -0.418 -0.628
C -5.556142 -4.297592 -3.484616 0.299 -0.044 -0.321
H -6.391513 -4.708196 -2.912031 0.221 0.123 -0.135
C -4.970871 -5.082598 -4.488454 -0.023 0.149 0.114
H -5.357981 -6.084180 -4.689901 0.108 0.310 0.075
C -3.891953 -4.592527 -5.230319 -0.151 0.296 0.310
H -3.435706 -5.203796 -6.010778 -0.130 0.176 0.235
C -3.400966 -3.309603 -4.959250 -0.120 -0.079 0.022
H -2.555670 -2.921855 -5.532964 -0.261 -0.103 0.205
C -3.986051 -2.524657 -3.959739 -0.152 -0.320 -0.049
H -3.584418 -1.529087 -3.758012 -0.094 -0.282 -0.020
H -4.939983 -0.855368 -1.575169 0.066 0.103 0.019
H -7.130704 -1.362659 -2.376090 -0.049 -0.009 0.016
C -2.978537 3.367335 0.871010 -0.486 0.307 0.129
C -2.376413 2.137289 0.592961 0.732 0.559 0.133
N -1.048262 1.954005 0.605558 -0.148 1.508 0.782
C -0.327342 3.064340 0.997607 -0.336 0.764 0.203
C -0.898945 4.342376 1.319543 0.623 -0.697 -0.184
C -2.264938 4.474213 1.228332 -0.465 -0.426 -0.176
C -0.138241 5.471803 1.744023 1.029 0.343 0.230
C 1.206203 5.398368 1.888800 -1.365 0.456 -0.050
C 1.826850 4.183255 1.603719 -0.006 -0.589 -0.213
C 3.214519 4.125718 1.777677 -0.342 0.128 0.014
C 3.805518 2.948311 1.500320 1.100 0.643 0.295
C 3.061769 1.874285 1.070173 0.951 1.646 0.622
N 1.776996 1.899508 0.921117 -1.527 0.769 0.081
C 1.095576 3.026332 1.157570 1.926 0.556 0.515
H -4.044558 3.452458 0.821416 -0.456 -0.224 -0.084
H -3.058498 1.338949 0.368682 0.422 -0.470 -0.144
H -2.701696 5.431911 1.464317 -0.330 0.009 -0.052
H -0.612915 6.412737 1.975938 -0.459 -0.042 -0.080
H 1.824835 6.221117 2.218720 -0.174 0.165 0.021
H 3.787419 4.988915 2.116662 -0.301 -0.122 -0.077
H 4.868058 2.842247 1.599357 0.382 -0.135 0.025
H 3.718298 1.075933 0.873194 -0.273 -1.455 -0.415
```
Forces are in eV/Å.

Values from the calculation:
Orbital gap (alpha / beta): 5.8 / 6.9 eV
⟨S²⟩: 3.76
DFT total energy: -80046.0013 eV
Spin multiplicity: 4
Largest force on an atom: 0.04025 hartree/bohr
HOMO level (alpha / beta): -6.275 / -7.381 eV
Energy relative to the best compared isomer or geometry (same formula, charge and spin): 0.000 eV

The molecule C4H6N2O at a distorted geometry, computed with ωB97M-V/def2-TZVPD.

Geometry as XYZ:
```
13
Properties=species:S:1:pos:R:3:forces:R:3
O 2.565131 -0.376644 0.008978 -0.876 0.863 0.099
C 1.682130 0.466539 0.001694 0.474 -0.044 -0.261
N 0.342995 0.204875 -0.091666 -0.904 -0.385 0.666
C -0.267078 -1.080053 0.037301 0.732 0.750 -0.930
N -1.523253 -1.120182 0.024305 0.077 0.523 0.670
C -1.987273 0.280305 -0.014902 -0.207 -0.219 -0.773
C -0.755356 1.214776 0.038648 1.089 -0.383 0.318
H 1.863684 1.580500 0.017247 0.111 -0.780 0.050
H 0.379782 -1.926485 -0.012206 0.323 -0.488 0.200
H -2.569595 0.346386 -0.946174 0.262 0.423 0.197
H -2.671186 0.464769 0.785743 -0.418 0.064 0.571
H -0.698302 1.880277 -0.819744 -0.143 0.215 0.156
H -0.598166 1.785458 0.998386 -0.519 -0.537 -0.962
```
Forces are in eV/Å.

Values from the calculation:
Orbital gap: 10.3 eV
DFT total energy: -9272.5153 eV
Spin multiplicity: 1
Largest force on an atom: 0.02725 hartree/bohr
HOMO level: -9.488 eV
SMILES: O=CN1C=NCC1
Energy relative to the best compared isomer or geometry (same formula, charge and spin): 0.987 eV